*A*
This record from OMol25 describes a cluster of 11 separate species, H22O11 in total. The level of theory is wB97M-V/def2-TZVPD.

XYZ file:
```
33
Properties=species:S:1:pos:R:3:nbo_charge:R:1
O -0.07 -0.80 0.48 -0.933
H 0.31 -0.50 -0.34 0.433
H -0.81 -0.15 0.64 0.495
O -1.41 -2.87 0.12 -0.967
H -2.06 -2.21 -0.02 0.473
H -0.53 -2.72 -0.22 0.494
O 0.01 0.62 -5.51 -0.927
H 0.26 0.36 -4.63 0.459
H 0.37 1.53 -5.52 0.469
O 1.57 3.92 -0.78 -0.924
H 0.65 3.78 -0.74 0.471
H 1.89 3.20 -0.14 0.454
O -0.99 3.02 2.37 -0.941
H -0.23 3.11 2.88 0.464
H -1.64 2.45 2.94 0.478
O 3.64 -1.08 -3.23 -0.940
H 2.99 -1.54 -3.78 0.471
H 3.90 -0.31 -3.68 0.469
O -1.24 1.18 -0.84 -0.940
H -0.31 1.05 -0.73 0.464
H -1.63 0.47 -1.48 0.480
O -2.43 -1.86 2.22 -0.945
H -3.10 -1.84 2.93 0.464
H -2.14 -2.75 2.24 0.480
O -4.72 -0.70 0.91 -0.917
H -4.11 -0.91 0.11 0.457
H -5.55 -0.84 0.41 0.460
O 1.88 0.89 1.76 -0.926
H 2.30 0.46 2.41 0.473
H 2.38 1.72 1.53 0.453
O 3.23 -2.12 2.63 -0.919
H 3.81 -1.78 2.03 0.456
H 3.81 -2.80 3.01 0.463
```

Structure (SMILES): O.O.O.O.O.O.O.O.O.O.O
Orbital gap: 9.96 eV

---

*B*
This record from OMol25 describes a cluster of 11 separate species, H22O11 in total. The level of theory is wB97M-V/def2-TZVPD.

XYZ file:
```
33
Properties=species:S:1:pos:R:3:nbo_charge:R:1
O 3.80 1.76 -1.59 -0.933
H 4.06 2.62 -1.23 0.442
H 3.09 1.54 -0.97 0.477
O 0.30 -0.94 3.07 -0.962
H 0.89 -0.69 3.75 0.469
H 0.24 -0.14 2.55 0.483
O -2.54 0.18 -1.98 -0.957
H -3.42 -0.15 -2.05 0.471
H -2.33 0.20 -1.05 0.484
O -0.29 1.77 -2.43 -0.969
H -0.19 1.19 -1.68 0.481
H -1.13 2.16 -2.52 0.473
O -0.48 -2.43 0.61 -0.954
H 0.15 -2.72 -0.07 0.494
H 0.11 -2.26 1.31 0.484
O 2.45 -0.80 -1.81 -0.942
H 3.01 -1.44 -1.38 0.451
H 1.80 -0.56 -1.17 0.472
O -0.38 1.58 1.97 -0.962
H -0.33 2.00 1.11 0.494
H -0.01 2.15 2.64 0.482
O -2.54 -0.61 0.85 -0.988
H -1.99 -1.37 1.15 0.502
H -2.58 -0.03 1.65 0.489
O 0.21 -0.08 -0.46 -0.969
H -0.19 -0.58 0.22 0.489
H 0.68 0.52 0.09 0.474
O -3.30 -2.68 -0.91 -0.963
H -3.17 -2.94 -1.83 0.468
H -2.73 -1.87 -0.73 0.488
O 2.18 1.36 0.64 -0.933
H 2.68 1.01 1.33 0.486
H 1.98 2.25 0.94 0.480
```

Structure (SMILES): O.O.O.O.O.O.O.O.O.O.O
Orbital gap: 9.34 eV

---

*C*
This record from OMol25 describes a cluster of 11 separate species, H22O11 in total. The level of theory is wB97M-V/def2-TZVPD.

XYZ file:
```
33
Properties=species:S:1:pos:R:3:nbo_charge:R:1
O 0.29 -0.69 -0.73 -0.906
H 1.25 -0.75 -0.69 0.438
H 0.05 -0.25 0.10 0.445
O -3.96 -3.11 0.40 -0.918
H -3.63 -4.00 0.23 0.443
H -3.76 -2.63 -0.41 0.484
O 5.23 1.31 1.37 -0.956
H 4.94 0.52 0.91 0.479
H 4.48 1.91 1.31 0.462
O 0.37 0.16 -2.38 -0.920
H -0.34 0.67 -2.78 0.471
H 1.15 0.73 -2.48 0.450
O -1.32 0.70 0.50 -0.922
H -1.47 0.29 1.35 0.482
H -0.67 1.39 0.68 0.469
O 1.40 -2.96 -0.62 -0.921
H 1.69 -2.24 -0.04 0.454
H 2.22 -3.35 -0.93 0.464
O -4.06 1.81 -1.45 -0.943
H -4.98 1.51 -1.46 0.468
H -3.66 1.33 -0.72 0.475
O 5.17 -1.36 0.35 -0.948
H 6.03 -1.16 -0.04 0.483
H 5.36 -1.48 1.28 0.481
O 0.44 3.93 -1.48 -0.925
H 0.54 3.29 -0.77 0.456
H 1.12 4.59 -1.30 0.469
O -2.37 -2.00 0.38 -0.949
H -1.62 -1.43 0.19 0.460
H -2.04 -2.89 0.24 0.474
O -2.94 2.08 3.23 -0.924
H -2.17 1.50 3.33 0.456
H -2.76 2.56 2.42 0.470
```

Structure (SMILES): O.O.O.O.O.O.O.O.O.O.O
Orbital gap: 7.77 eV

---

*D*
This record from OMol25 describes a cluster of 11 separate species, H22O11 in total. The level of theory is wB97M-V/def2-TZVPD.

XYZ file:
```
33
Properties=species:S:1:pos:R:3:nbo_charge:R:1
O 0.35 -0.22 -0.10 -0.942
H 0.19 -1.00 0.42 0.471
H -0.49 -0.01 -0.49 0.471
O -0.18 4.06 4.02 -0.935
H -0.32 4.08 3.07 0.468
H -0.91 4.55 4.38 0.467
O 1.95 2.37 -5.23 -0.940
H 1.50 1.83 -4.58 0.468
H 2.86 2.36 -4.96 0.472
O -3.02 1.57 -3.41 -0.941
H -2.98 2.26 -4.07 0.471
H -3.90 1.20 -3.51 0.471
O -4.77 1.17 2.66 -0.935
H -4.37 1.91 2.20 0.470
H -4.59 0.42 2.09 0.464
O -3.19 4.35 -0.14 -0.942
H -2.84 5.23 -0.29 0.469
H -3.25 3.97 -1.02 0.473
O 4.06 -1.23 -3.75 -0.934
H 3.51 -1.64 -3.08 0.468
H 3.63 -1.45 -4.57 0.466
O -0.26 -4.21 1.25 -0.939
H -0.19 -4.38 0.31 0.469
H 0.47 -4.69 1.63 0.470
O 4.68 -4.77 -0.28 -0.929
H 3.86 -5.24 -0.46 0.462
H 4.50 -4.29 0.53 0.467
O -3.70 -3.40 4.46 -0.934
H -3.91 -4.27 4.78 0.466
H -3.07 -3.54 3.75 0.468
O 5.09 1.16 1.26 -0.935
H 4.34 0.66 0.93 0.468
H 4.96 1.18 2.21 0.467
```

Structure (SMILES): O.O.O.O.O.O.O.O.O.O.O
Orbital gap: 11.07 eV

---

The computed energies, referenced to the most stable structure and given in eV, are *A* 2.071; *B* 0.000; *C* 4.825; *D* 0.300.

---

*A*
This record from OMol25 describes a cluster of 11 separate species, H22O11 in total. The level of theory is wB97M-V/def2-TZVPD.

XYZ file:
```
33
Properties=species:S:1:pos:R:3:nbo_charge:R:1
O -0.08 0.01 0.01 -0.928
H 0.83 0.30 -0.21 0.466
H -0.04 -0.83 0.34 0.466
O -0.07 5.03 0.22 -0.945
H -0.16 4.12 0.45 0.465
H -0.73 5.02 -0.58 0.479
O -2.96 -1.75 0.86 -0.919
H -2.55 -0.96 0.39 0.456
H -3.39 -1.19 1.47 0.463
O -0.09 -1.03 -2.93 -0.930
H 0.28 -1.68 -2.30 0.466
H -0.82 -0.66 -2.44 0.462
O 3.68 1.45 0.85 -0.954
H 4.40 0.98 0.41 0.485
H 3.60 1.27 1.84 0.477
O -2.09 3.21 0.00 -0.961
H -2.11 3.22 0.97 0.481
H -2.60 2.57 -0.37 0.469
O 0.28 -4.04 -1.07 -0.923
H 0.47 -3.48 -0.31 0.461
H 1.14 -4.13 -1.46 0.464
O 2.27 -0.75 1.57 -0.930
H 3.13 -0.36 1.80 0.461
H 2.03 -0.37 0.75 0.456
O -3.09 1.13 0.60 -0.938
H -3.84 1.73 0.73 0.478
H -3.26 0.76 -0.29 0.473
O 2.51 -1.01 -4.47 -0.924
H 3.02 -0.32 -4.03 0.463
H 3.24 -1.65 -4.79 0.462
O -1.22 -2.46 4.09 -0.935
H -0.35 -2.60 3.84 0.465
H -1.41 -1.51 4.05 0.470
```

Structure (SMILES): O.O.O.O.O.O.O.O.O.O.O
Orbital gap: 10.51 eV

---

*B*
This record from OMol25 describes a cluster of 11 separate species, H22O11 in total. The level of theory is wB97M-V/def2-TZVPD.

XYZ file:
```
33
Properties=species:S:1:pos:R:3:nbo_charge:R:1
O -2.99 3.45 1.85 -0.938
H -2.99 3.05 0.98 0.469
H -3.58 4.20 1.79 0.469
O 1.39 -0.25 -0.36 -0.943
H 0.50 -0.58 -0.23 0.471
H 1.27 0.62 -0.73 0.472
O 4.75 -3.22 0.63 -0.939
H 3.93 -2.79 0.36 0.472
H 4.81 -3.07 1.57 0.467
O -4.03 0.81 -2.04 -0.940
H -4.60 0.09 -1.76 0.470
H -4.17 0.87 -2.98 0.469
O 5.34 2.04 1.67 -0.936
H 6.02 1.39 1.86 0.466
H 4.55 1.52 1.54 0.470
O -1.12 -4.88 -4.10 -0.938
H -1.03 -5.47 -4.84 0.470
H -0.49 -4.18 -4.28 0.469
O -3.50 -0.65 3.52 -0.939
H -3.45 -1.36 2.89 0.466
H -3.27 0.14 3.03 0.472
O -0.21 -3.18 5.53 -0.935
H -0.96 -3.73 5.77 0.466
H -0.40 -2.89 4.63 0.469
O -1.51 -3.87 1.08 -0.945
H -1.23 -4.63 1.60 0.471
H -1.52 -4.20 0.18 0.474
O 0.52 4.59 -4.90 -0.937
H 0.98 4.75 -5.73 0.469
H 0.22 3.69 -4.96 0.468
O 2.08 5.82 -0.85 -0.937
H 3.01 5.99 -1.02 0.467
H 1.66 5.94 -1.70 0.470
```

Structure (SMILES): O.O.O.O.O.O.O.O.O.O.O
Orbital gap: 11.25 eV

---

The computed energies, referenced to the most stable structure and given in eV, are *A* 1.850; *B* 0.000.

---

*A*
This record from OMol25 describes a cluster of 11 separate species, H22O11 in total. The level of theory is wB97M-V/def2-TZVPD.

XYZ file:
```
33
Properties=species:S:1:pos:R:3:nbo_charge:R:1
O 0.57 -3.69 -0.80 -0.966
H 1.53 -3.69 -0.93 0.489
H 0.38 -4.54 -0.38 0.483
O 1.35 2.05 -1.48 -0.969
H 0.72 1.46 -1.03 0.489
H 1.07 2.04 -2.40 0.479
O 1.36 -1.16 -3.30 -0.953
H 0.56 -0.85 -2.86 0.478
H 1.05 -1.75 -3.99 0.476
O -1.85 1.57 1.69 -0.995
H -2.17 1.52 2.60 0.483
H -1.28 2.36 1.68 0.510
O 0.10 -0.44 2.58 -0.960
H 0.47 -1.19 3.07 0.490
H -0.86 -0.59 2.58 0.485
O 3.40 -1.00 -0.65 -0.948
H 2.72 -0.59 -1.21 0.488
H 3.72 -1.74 -1.17 0.460
O -0.31 1.99 4.16 -0.975
H 0.44 2.57 3.98 0.476
H -0.23 1.27 3.50 0.487
O -0.04 -0.21 -0.31 -1.000
H -0.12 0.21 0.57 0.513
H -0.15 -1.16 -0.13 0.504
O -2.48 0.99 -1.26 -0.977
H -1.66 0.58 -0.94 0.480
H -2.77 1.50 -0.49 0.480
O 0.19 3.71 0.82 -0.980
H -0.06 4.61 0.59 0.477
H 0.74 3.42 0.07 0.502
O -2.30 -3.41 -1.42 -0.959
H -1.35 -3.23 -1.43 0.481
H -2.72 -2.59 -1.73 0.474
```

Structure (SMILES): O.O.O.O.O.O.O.O.O.O.O
Orbital gap: 10.81 eV

---

*B*
This record from OMol25 describes a cluster of 11 separate species, H22O11 in total. The level of theory is wB97M-V/def2-TZVPD.

XYZ file:
```
33
Properties=species:S:1:pos:R:3:nbo_charge:R:1
O 4.09 -14.44 -27.05 -0.940
H 4.04 -14.26 -26.11 0.468
H 4.69 -15.18 -27.12 0.472
O 7.65 -11.91 -33.37 -0.946
H 6.76 -12.16 -33.13 0.472
H 7.62 -10.96 -33.44 0.473
O 3.12 -6.99 -32.36 -0.940
H 3.94 -6.54 -32.15 0.466
H 3.19 -7.84 -31.91 0.473
O -0.44 -12.81 -27.87 -0.933
H -0.96 -12.70 -27.07 0.466
H 0.47 -12.73 -27.57 0.467
O 7.25 -8.50 -26.45 -0.943
H 7.81 -9.21 -26.13 0.472
H 6.57 -8.41 -25.77 0.472
O 4.19 -14.70 -33.01 -0.941
H 4.64 -15.37 -33.53 0.468
H 3.50 -15.18 -32.55 0.473
O 7.61 -7.45 -33.39 -0.940
H 7.12 -6.78 -33.88 0.469
H 7.96 -6.98 -32.64 0.471
O 1.25 -16.75 -30.18 -0.940
H 1.48 -16.10 -29.51 0.472
H 0.82 -17.45 -29.70 0.468
O 6.48 -4.58 -29.25 -0.936
H 6.51 -5.29 -28.61 0.469
H 7.22 -4.02 -29.02 0.467
O 10.62 -7.22 -29.19 -0.934
H 9.84 -7.58 -28.78 0.469
H 10.70 -6.34 -28.82 0.465
O 4.52 -10.62 -29.85 -0.940
H 4.47 -11.52 -29.54 0.472
H 5.27 -10.25 -29.39 0.468
```

Structure (SMILES): O.O.O.O.O.O.O.O.O.O.O
Orbital gap: 10.85 eV

---

*C*
This record from OMol25 describes a structure of composition H22O11. The level of theory is wB97M-V/def2-TZVPD.

XYZ file:
```
33
Properties=species:S:1:pos:R:3:nbo_charge:R:1
O -1.87 2.38 -0.53 -0.984
H -2.26 2.57 0.32 0.480
H -1.73 1.43 -0.51 0.484
O 2.16 -0.67 -0.72 -0.849
H 1.54 0.00 -1.01 0.404
H 2.96 -0.48 -1.21 0.487
O -1.91 -1.16 -1.61 -1.023
H -2.72 -1.30 -1.12 0.436
H -1.40 -0.55 -1.06 0.432
O -1.47 -1.64 1.39 -0.942
H -0.82 -0.93 1.39 0.452
H -1.00 -2.38 1.79 0.476
O -0.27 0.75 1.35 -0.903
H 0.04 1.66 1.35 0.526
H 0.29 0.31 1.99 0.546
O 0.90 -1.13 0.83 -1.008
H 0.58 -1.92 0.39 0.467
H 1.59 -0.80 0.25 0.444
O 0.81 -1.76 -2.21 -0.892
H 0.46 -2.27 -1.48 0.466
H 1.02 -0.91 -1.82 0.396
O 2.40 1.03 0.65 -0.963
H 2.96 1.70 0.26 0.446
H 1.71 0.87 -0.01 0.414
O -2.26 0.57 2.29 -1.004
H -1.47 0.57 1.75 0.428
H -2.69 -0.26 2.08 0.479
O 1.25 1.00 -0.97 -0.804
H 1.39 1.10 -1.91 0.563
H 0.76 1.78 -0.71 0.571
O -0.63 0.08 -0.63 -0.931
H 0.24 0.39 -0.89 0.420
H -0.56 -0.04 0.32 0.485
```

Orbital gap: 7.69 eV

---

The computed energies, referenced to the most stable structure and given in eV, are *A* 0.000; *B* 1.653; *C* 19.392.